{
  "formula": "C22H31N3O3S",
  "method": "the ωB97M-V functional and the def2-TZVPD basis",
  "elements": ["C", "C", "C", "C", "C", "C", "C", "N", "C", "O", "C", "C", "N", "C", "C", "C", "C", "C", "S", "O", "O", "N", "C", "C", "C", "C", "C", "C", "C", "H", "H", "H", "H", "H", "H", "H", "H", "H", "H", "H", "H", "H", "H", "H", "H", "H", "H", "H", "H", "H", "H", "H", "H", "H", "H", "H", "H", "H", "H", "H"],
  "coordinates": [[-4.8329, -1.4228, 1.6656], [-5.6430, -0.2097, 1.2165], [-6.7764, -0.6195, 0.2730], [-7.5930, 0.5930, -0.1638], [-6.7006, 1.6278, -0.8416], [-5.5718, 2.0521, 0.0940], [-4.7411, 0.8526, 0.5674], [-3.9641, 0.2968, -0.5216], [-2.6350, 0.4902, -0.6432], [-1.9679, 1.0936, 0.1692], [-2.0240, -0.1682, -1.8762], [-1.6182, -1.6166, -1.5498], [-0.6590, -1.6686, -0.4843], [-0.9416, -1.9257, 0.8294], [0.1744, -1.7916, 1.5943], [1.2259, -1.4068, 0.7190], [2.5770, -1.1142, 0.8967], [3.3071, -0.7533, -0.2097], [5.0292, -0.3017, -0.0047], [5.5452, -0.9776, 1.1502], [5.6980, -0.4712, -1.2628], [5.0886, 1.3343, 0.3416], [4.5849, 2.2165, -0.6865], [3.1321, 2.5435, -0.2964], [3.0657, 2.2687, 1.2165], [4.4682, 1.7445, 1.5818], [2.7567, -0.6986, -1.4892], [1.4254, -0.9903, -1.6941], [0.6597, -1.3310, -0.5825], [-5.4581, -2.1080, 2.2333], [-4.4375, -1.9586, 0.8048], [-4.0010, -1.1112, 2.2930], [-6.0897, 0.2550, 2.1018], [-7.4244, -1.3357, 0.7825], [-6.3677, -1.1233, -0.6069], [-8.3865, 0.2798, -0.8454], [-8.0642, 1.0437, 0.7123], [-7.2915, 2.5029, -1.1182], [-6.2867, 1.2103, -1.7628], [-5.9967, 2.5447, 0.9702], [-4.9135, 2.7651, -0.4057], [-4.0000, 1.1971, 1.2973], [-4.4740, -0.1605, -1.2593], [-2.7234, -0.1639, -2.7129], [-1.1326, 0.3973, -2.1487], [-1.1885, -2.0835, -2.4426], [-2.4981, -2.1926, -1.2483], [-1.9359, -2.2016, 1.1240], [0.2494, -1.9409, 2.6522], [3.0543, -1.1798, 1.8610], [4.6872, 1.7249, -1.6518], [5.1980, 3.1233, -0.6867], [2.8877, 3.5774, -0.5336], [2.4362, 1.8983, -0.8313], [2.8330, 3.1704, 1.7801], [2.3012, 1.5251, 1.4373], [4.4630, 0.8987, 2.2661], [5.0774, 2.5428, 2.0176], [3.4068, -0.4417, -2.3100], [1.0012, -0.9559, -2.6863]],
  "forces_ev_per_angstrom": [[-0.2, 0.2, 0.1], [0.2, -0.3, -0.2], [-0.1, 0.3, 0.3], [0.1, -0.1, -0.3], [-0.1, 0.1, 0.3], [0.1, -0.1, -0.2], [-0.1, 0.3, 0.4], [-0.7, -0.1, 0.0], [0.3, -0.1, -0.6], [0.2, 0.2, 0.2], [0.1, -0.1, 0.3], [-0.2, 0.2, -0.4], [0.1, -0.1, 0.0], [0.1, -0.1, 0.5], [-0.2, -0.1, 0.1], [0.0, 0.1, -0.4], [-0.1, -0.1, 0.0], [0.8, 0.2, 0.1], [0.4, 0.1, 0.0], [-0.4, 0.1, 0.2], [-0.3, 0.1, -0.1], [0.3, -1.1, -0.2], [-0.2, 0.3, -0.6], [0.0, 0.1, -0.1], [0.0, 0.1, 0.1], [-0.2, 0.1, 0.6], [-0.1, 0.0, -0.3], [0.1, 0.1, -0.1], [0.5, 0.0, 0.3], [0.0, -0.1, 0.1], [0.1, -0.1, -0.1], [0.1, 0.0, 0.1], [0.0, 0.0, 0.0], [0.0, -0.1, -0.1], [0.0, -0.1, -0.1], [-0.1, 0.0, 0.1], [-0.1, 0.0, 0.0], [0.0, 0.0, -0.1], [0.0, 0.0, -0.1], [0.0, 0.1, 0.1], [0.0, 0.0, 0.1], [-0.1, -0.1, -0.1], [0.2, 0.0, -0.1], [0.0, 0.0, 0.0], [-0.1, 0.0, 0.0], [-0.1, 0.0, 0.1], [0.1, 0.0, -0.1], [-0.2, 0.0, 0.0], [-0.1, -0.1, 0.2], [0.0, 0.0, 0.2], [0.0, 0.2, -0.1], [0.0, -0.1, 0.0], [0.0, 0.0, -0.1], [0.0, 0.1, 0.0], [0.0, 0.0, 0.0], [0.0, 0.1, 0.0], [0.0, 0.1, 0.2], [0.0, -0.1, 0.0], [0.0, 0.0, -0.2], [0.0, 0.0, -0.1]],
  "max_force_ev_per_a": 1.20,
  "smiles": "C[C@@H]1CCCC[C@@H]1NC(=O)CCn1ccc2cc(S(=O)(=O)N3CCCC3)ccc21",
  "mol_weight_g_mol": 417.57,
  "multiplicity": 1,
  "lumo_energy_ev": 0.35,
  "orbital_gap_ha": 0.316
}

{
  "formula": "C22H31N3O4S",
  "method": "the ωB97M-V functional and the def2-TZVPD basis",
  "elements": ["C", "C", "C", "C", "N", "C", "C", "O", "C", "C", "N", "C", "C", "C", "C", "C", "S", "O", "O", "N", "C", "C", "C", "C", "C", "C", "C", "C", "C", "O", "H", "H", "H", "H", "H", "H", "H", "H", "H", "H", "H", "H", "H", "H", "H", "H", "H", "H", "H", "H", "H", "H", "H", "H", "H", "H", "H", "H", "H", "H", "H"],
  "coordinates": [[2.4516, -2.2371, -7.6352], [1.9473, -3.4097, -6.8016], [2.0896, -3.1842, -5.2971], [1.1612, -2.0848, -4.7746], [1.2464, -1.9423, -3.3342], [2.3074, -1.1095, -2.8234], [0.3604, -2.6065, -2.5710], [-0.4275, -3.4208, -3.0304], [0.3653, -2.3286, -1.0975], [0.2764, -3.4007, -0.2716], [0.1799, -3.3346, 1.0753], [0.0964, -4.5521, 1.8480], [0.1581, -2.1057, 1.6936], [0.0870, -1.9857, 3.0905], [0.0697, -0.7430, 3.6829], [0.1253, 0.4032, 2.9015], [0.1661, 2.0135, 3.6884], [-0.3305, 1.8549, 5.0308], [1.4790, 2.5666, 3.5274], [-0.8762, 2.8559, 2.6939], [-2.2737, 2.5751, 2.9415], [-2.8373, 3.3971, 4.1010], [-2.5763, 4.8968, 3.9155], [-3.4446, 5.5029, 2.8136], [-1.0799, 5.1138, 3.6596], [-0.5783, 4.2591, 2.4972], [0.1916, 0.3114, 1.5346], [0.2025, -0.9362, 0.9083], [0.2557, -0.9795, -0.5668], [0.1910, 0.0351, -1.2452], [2.4094, -2.4831, -8.6937], [3.4835, -2.0033, -7.3807], [1.8457, -1.3499, -7.4719], [2.5143, -4.3035, -7.0721], [0.8985, -3.6002, -7.0365], [1.8383, -4.1084, -4.7730], [3.1284, -2.9359, -5.0650], [0.1286, -2.3481, -5.0153], [1.4023, -1.1197, -5.2243], [2.6069, -1.4407, -1.8297], [1.9905, -0.0655, -2.7589], [3.1677, -1.1837, -3.4880], [0.2811, -4.3928, -0.7022], [0.9479, -4.6388, 2.5263], [-0.8271, -4.5751, 2.4294], [0.1008, -5.4053, 1.1736], [0.0479, -2.8624, 3.7153], [0.0099, -0.6321, 4.7540], [-2.8228, 2.7716, 2.0155], [-2.3487, 1.5083, 3.1655], [-3.9084, 3.2076, 4.1920], [-2.3461, 3.0618, 5.0158], [-2.8362, 5.4023, 4.8533], [-3.2493, 6.5695, 2.7267], [-3.2515, 5.0422, 1.8495], [-4.4978, 5.3678, 3.0503], [-0.8795, 6.1664, 3.4528], [-0.5219, 4.8250, 4.5534], [-1.0329, 4.5688, 1.5517], [0.5060, 4.3345, 2.4093], [0.2306, 1.1982, 0.9220]],
  "forces_ev_per_angstrom": [[-0.1, -0.2, 0.0], [0.2, 0.1, 0.1], [-0.3, 0.0, -0.1], [0.0, -0.3, -0.2], [0.0, 0.1, -0.1], [0.1, 0.3, 0.1], [0.1, 0.0, 0.3], [-0.2, -0.3, -0.1], [-0.1, 0.0, 0.0], [0.1, 0.2, -0.3], [0.0, -0.1, -0.2], [0.0, -0.3, 0.3], [0.0, 0.7, 0.1], [0.0, 0.0, 0.0], [0.0, 0.0, 0.1], [-0.1, 0.5, 0.2], [0.0, -0.3, -0.4], [-0.2, -0.1, -0.2], [0.0, 0.2, -0.2], [0.8, -0.6, 0.5], [-0.6, -0.2, 0.3], [0.0, 0.1, 0.0], [0.0, 0.0, 0.1], [0.1, -0.1, 0.3], [-0.1, -0.1, -0.1], [0.5, 0.6, 0.1], [0.0, -0.1, -0.1], [0.0, 0.1, 0.3], [0.0, -0.2, 0.1], [0.0, 0.0, 0.0], [0.0, 0.1, -0.1], [0.1, 0.1, 0.0], [0.0, 0.2, 0.0], [-0.1, 0.0, 0.0], [0.0, -0.1, 0.0], [0.0, 0.0, 0.1], [0.1, 0.0, 0.1], [0.1, 0.1, 0.0], [0.0, 0.0, 0.0], [0.1, 0.0, 0.0], [0.1, -0.1, 0.0], [0.0, -0.1, 0.0], [-0.1, 0.0, 0.0], [0.0, 0.0, 0.0], [0.0, 0.0, 0.0], [0.0, 0.1, 0.0], [0.0, -0.1, 0.1], [0.0, -0.1, 0.1], [0.1, -0.1, 0.0], [-0.2, 0.0, -0.1], [0.0, 0.0, 0.0], [-0.1, 0.0, 0.0], [0.0, -0.1, -0.1], [0.0, 0.1, -0.1], [0.0, 0.0, -0.2], [-0.1, 0.0, 0.0], [0.0, 0.0, 0.0], [0.1, 0.1, 0.0], [0.1, -0.1, 0.0], [-0.1, 0.2, -0.2], [0.0, 0.0, -0.1]],
  "max_force_ev_per_a": 1.12,
  "smiles": "CCCCN(C)C(=O)c1cn(C)c2ccc(S(=O)(=O)N3CCC(C)CC3)cc2c1=O",
  "mol_weight_g_mol": 433.57,
  "multiplicity": 1,
  "lumo_energy_ev": 0.00,
  "orbital_gap_ha": 0.317
}

{
  "formula": "C22H31N3O5S",
  "method": "the ωB97M-V functional and the def2-TZVPD basis",
  "elements": ["C", "O", "C", "C", "C", "C", "S", "O", "O", "N", "C", "C", "O", "N", "C", "C", "C", "N", "C", "C", "C", "C", "C", "C", "C", "C", "C", "C", "C", "O", "C", "H", "H", "H", "H", "H", "H", "H", "H", "H", "H", "H", "H", "H", "H", "H", "H", "H", "H", "H", "H", "H", "H", "H", "H", "H", "H", "H", "H", "H", "H", "H"],
  "coordinates": [[-7.3769, -0.6935, 0.8243], [-6.0730, -1.1721, 1.0480], [-5.0998, -0.8434, 0.1615], [-5.2813, -0.0541, -0.9636], [-4.2147, 0.2252, -1.8087], [-2.9753, -0.2918, -1.5142], [-1.6113, 0.0187, -2.6210], [-1.9036, 1.1720, -3.4233], [-1.2818, -1.1894, -3.3239], [-0.2824, 0.3416, -1.6252], [0.8629, -0.5229, -1.7320], [1.1307, -1.3323, -0.4598], [0.2489, -1.6731, 0.3072], [2.4197, -1.6680, -0.3049], [2.9273, -2.3482, 0.8642], [4.0163, -1.5140, 1.5404], [5.2344, -1.3144, 0.6342], [4.9248, -0.5499, -0.5723], [4.8350, 0.8740, -0.3056], [5.8779, -0.8118, -1.6347], [-0.2983, 1.3924, -0.7165], [-1.3924, 2.2561, -0.6502], [-1.4129, 3.2956, 0.2573], [-0.3548, 3.5227, 1.1298], [-0.4042, 4.6502, 2.1168], [0.7351, 2.6702, 1.0532], [0.7704, 1.6241, 0.1492], [-2.7602, -1.0902, -0.4040], [-3.8145, -1.3700, 0.4496], [-3.7226, -2.1233, 1.5683], [-2.4711, -2.7014, 1.8745], [-7.9756, -1.0830, 1.6461], [-7.7834, -1.0592, -0.1242], [-7.4128, 0.4006, 0.8377], [-6.2520, 0.3518, -1.1972], [-4.3395, 0.8413, -2.6842], [0.6203, -1.2288, -2.5321], [1.7526, 0.0480, -2.0235], [3.1550, -1.2570, -0.8778], [3.3367, -3.3208, 0.5679], [2.0862, -2.5133, 1.5421], [3.5979, -0.5518, 1.8371], [4.3436, -2.0278, 2.4454], [6.0432, -0.8327, 1.2086], [5.5908, -2.2992, 0.3216], [4.5221, 1.3899, -1.2126], [4.0932, 1.0606, 0.4675], [5.7951, 1.2975, 0.0238], [5.8683, -1.8737, -1.8766], [6.9032, -0.5204, -1.3656], [5.5826, -0.2526, -2.5216], [-2.2158, 2.1289, -1.3301], [-2.2724, 3.9499, 0.2855], [0.5581, 4.7822, 2.6052], [-1.1538, 4.4497, 2.8823], [-0.6759, 5.5808, 1.6214], [1.5793, 2.8223, 1.7119], [1.6381, 0.9853, 0.1295], [-1.7678, -1.4634, -0.2136], [-2.6198, -3.2329, 2.8130], [-1.6920, -1.9451, 1.9948], [-2.1581, -3.4057, 1.0988]],
  "forces_ev_per_angstrom": [[-0.2, 0.1, 0.0], [0.5, -0.1, -0.1], [0.1, -0.1, 0.1], [-0.1, -0.1, 0.1], [0.2, 0.1, -0.2], [0.3, 0.2, -0.4], [0.1, -0.1, -0.2], [-0.1, 0.1, 0.4], [0.0, -0.2, 0.3], [-0.6, -0.7, -0.7], [-0.1, -0.2, -0.1], [0.2, -0.1, -0.2], [-0.3, 0.0, 0.1], [0.1, 0.0, -0.2], [0.0, 0.0, 0.3], [0.1, -0.2, -0.3], [-0.1, 0.0, 0.3], [0.2, 0.0, -0.1], [-0.1, 0.0, 0.0], [0.0, 0.0, 0.0], [-0.1, 0.7, 0.5], [0.0, 0.1, 0.1], [0.1, -0.1, 0.0], [0.1, 0.0, 0.0], [-0.1, -0.1, 0.0], [-0.1, 0.1, 0.0], [-0.1, -0.2, -0.2], [-0.1, -0.3, 0.4], [0.0, 0.1, -0.1], [-0.3, 0.2, -0.1], [0.2, -0.1, 0.1], [0.0, 0.1, -0.1], [0.0, 0.0, 0.0], [0.0, 0.0, 0.0], [-0.1, 0.0, 0.0], [-0.1, 0.1, -0.1], [0.3, 0.0, 0.1], [-0.1, 0.0, 0.0], [-0.2, 0.1, 0.0], [0.0, 0.0, 0.1], [0.1, -0.1, -0.1], [0.0, 0.0, 0.1], [0.0, 0.0, 0.1], [0.0, 0.0, -0.1], [0.0, 0.0, 0.0], [0.0, 0.1, 0.0], [0.0, 0.1, 0.0], [0.0, 0.0, 0.0], [0.0, 0.0, 0.0], [0.0, 0.0, 0.0], [0.1, 0.0, -0.1], [-0.1, 0.2, 0.0], [-0.1, 0.1, 0.0], [0.0, 0.1, 0.1], [0.0, 0.1, 0.1], [0.0, 0.1, 0.0], [0.1, 0.0, 0.1], [0.1, -0.1, 0.0], [0.2, -0.1, 0.2], [0.0, 0.0, -0.1], [0.0, 0.0, 0.0], [0.0, 0.0, 0.0]],
  "max_force_ev_per_a": 1.17,
  "smiles": "COc1ccc(S(=O)(=O)N(CC(=O)NCCCN(C)C)c2ccc(C)cc2)cc1OC",
  "mol_weight_g_mol": 449.57,
  "multiplicity": 1,
  "lumo_energy_ev": 0.60,
  "orbital_gap_ha": 0.318
}